1.
This record from OMol25 describes C25H54Br24NO2 as an isolated structure in a non-equilibrium geometry. The level of theory is ωB97M-V/def2-TZVPD.

- gap between HOMO and LUMO (eV) = 6.810
- total charge = +1
- HOMO energy (eV) = -10.5360

CARTESIAN COORDINATES (ANGSTROEM)
Br -3.0178 9.3602 -5.0862
Br 3.5015 -5.7985 5.5297
Br -2.1756 0.1606 -4.2394
Br 6.3291 -6.4011 3.4753
Br 3.2279 -1.0467 3.2114
Br -1.8608 4.9664 -9.4962
Br 3.8092 -6.7137 -0.8280
Br 5.9911 -3.9275 0.2169
Br 4.1370 -9.4562 5.3708
Br -4.9868 2.0636 9.3303
Br -5.6618 -3.0506 -0.5660
Br 0.0876 0.3239 1.1856
Br 1.0486 -3.8378 2.1685
Br -3.1979 -0.5301 4.7999
Br -0.3312 1.2635 6.2847
Br 5.5763 -9.4925 1.6038
Br -5.1754 6.5270 -6.0674
Br 1.0112 3.8537 0.7281
Br -1.4588 3.3105 -2.4524
Br -4.1693 2.0873 -9.3824
Br -3.5041 -0.2414 0.4754
Br -1.4834 1.1512 10.0567
Br 3.5562 0.5980 -3.2425
Br 4.4256 -0.1415 -6.7539
O -2.8283 5.2365 -2.6045
O -3.4826 4.0904 -2.9525
N -4.7090 5.9592 -1.1788
C -3.0200 -2.0052 -0.1978
C 7.0873 -8.1870 3.6578
C -0.1699 3.0352 2.0429
C -3.9562 -2.4496 -1.2929
C -2.5338 7.5929 -5.7509
C -4.4516 3.8865 -10.0744
C 2.3767 -7.2439 4.8582
C 2.7555 -3.2430 1.4360
C 2.4886 -8.4822 5.7155
C -0.6630 1.5409 -2.2360
C 0.3738 1.7137 2.5192
C -3.8223 2.6368 10.7850
C -0.4827 0.8568 -3.5661
C -2.1884 1.8218 6.0888
C 6.4598 -5.6911 -0.4640
C -3.4831 7.1304 -6.8273
C -3.7330 6.2871 -2.2889
C 2.9791 0.9432 -6.0277
C 5.5167 -6.1233 -1.5578
C -3.1341 0.6734 6.3320
C 3.6998 -2.8100 2.5287
C -3.2206 4.4038 -10.7755
C 3.4349 1.7298 -4.8243
C -2.4092 2.8479 10.3038
C 7.2721 -8.8434 2.3126
H 1.3604 -6.8502 4.8961
H 2.4676 -8.2681 6.7831
H -3.5500 -3.3154 -1.8171
H 6.4704 -6.3683 0.3900
H -5.2819 3.7948 -10.7753
H -2.0051 -1.8940 -0.5823
H -2.3310 2.6018 6.8381
H 4.7141 -2.7026 2.1410
H 2.6925 1.6137 -6.8389
H 8.0503 -8.0376 4.1481
H -4.2519 3.5744 11.1394
H 0.3037 1.7180 -1.7612
H -1.8247 3.3836 11.0524
H -4.7266 4.9621 -0.9010
H -3.1088 7.1870 -1.9580
H 1.4418 1.7351 2.7329
H -4.1552 1.0364 6.4508
H -1.3030 0.9879 -1.5492
H -2.7552 3.6676 -11.4292
H 1.6920 -9.1872 5.4748
H -0.1617 1.3744 3.4066
H 4.4108 2.1943 -4.9580
H 5.2990 -5.3341 -2.2760
H 2.7039 2.4982 -4.5685
H -1.5258 7.7056 -6.1512
H -0.0797 1.5127 -4.3372
H -2.3529 3.3818 9.3561
H 5.9141 -6.9903 -2.0869
H 7.6960 -8.1766 1.5629
H -2.2860 2.2573 5.0948
H -3.4548 5.2989 -11.3529
H -3.0066 -2.6786 0.6580
H 6.4318 -8.7426 4.3210
H -4.7596 4.5057 -9.2327
H 2.1526 0.2670 -5.8123
H -4.2256 4.2514 -3.5924
H 2.5353 -2.4526 0.7192
H 3.7129 -3.4883 3.3815
H -4.3413 6.6554 -3.1852
H 3.1534 -4.1086 0.9054
H -2.8652 0.0710 7.1985
H -3.9020 1.8864 11.5701
H -3.7217 7.9041 -7.5557
H -2.5044 6.9273 -4.8890
H 7.9013 -9.7298 2.4007
H -4.1774 -1.6646 -2.0147
H -3.0785 6.2609 -7.3464
H 2.6598 -7.4075 3.8186
H -0.2213 3.7502 2.8653
H -4.4620 6.5600 -0.3721
H 0.1633 -0.0160 -3.4643
H -1.1519 2.9517 1.5780
H -5.6639 6.1863 -1.5083
H 7.4741 -5.5862 -0.8512

Here are the Mulliken charges for atoms 1 to 5, given in e: number 1, Br, carries -0.12; number 2, Br, carries -0.17; number 3, Br, carries -0.18; number 4, Br, carries -0.07; number 5, Br, carries -0.17

2.
This record from OMol25 describes a 2-piece molecular cluster, C4H11NSi overall in a non-equilibrium geometry. The level of theory is ωB97M-V/def2-TZVPD.

- gap between HOMO and LUMO (eV) = 7.940
- HOMO energy (eV) = -7.3364

CARTESIAN COORDINATES (ANGSTROEM)
Si -0.3386 0.0417 0.9165
N 1.0815 -0.7510 1.4656
C -1.1422 2.7061 1.4897
C -0.0458 -0.5200 -1.8689
C 0.4524 -1.9214 -2.0280
C -0.1435 1.8487 1.3259
H 0.8696 2.2196 1.4143
H -1.0600 -0.3606 -2.2104
H 1.4715 -2.0156 -1.6599
H -1.6323 -0.5412 1.2672
H 0.6344 0.2522 -2.1937
H -0.9751 3.7484 1.7208
H -0.1799 -2.6294 -1.4943
H 1.2682 -1.6924 1.1633
H -2.1788 2.4124 1.3957
H 1.4681 -0.5828 2.3807
H 0.4504 -2.2146 -3.0845

Here are the natural (NBO) charges for atoms 1 to 5, given in e: number 1, Si, carries 1.37; number 2, N, carries -1.31; number 3, C, carries -0.33; number 4, C, carries -0.55; number 5, C, carries -0.66

3.
This record from OMol25 describes an isolated ion of composition C2H5N4 and charge +1 in a non-equilibrium geometry. The level of theory is ωB97M-V/def2-TZVPD.

- structure (SMILES) = N[n+]1ccn[nH]1
- gap between HOMO and LUMO (eV) = 9.839
- total charge = +1
- HOMO energy (eV) = -14.7184

CARTESIAN COORDINATES (ANGSTROEM)
N 0.4957 -0.0741 0.1763
N -1.8145 -0.4079 0.2733
N -0.8154 -1.1247 0.3485
N 1.7898 -0.3806 -0.0288
C -1.5406 0.7761 -0.0841
C -0.1634 0.9438 -0.2300
H 0.3206 1.8358 -0.5239
H 2.5066 -0.9675 0.4765
H 2.1609 -0.1079 -0.9174
H -0.6966 -2.0871 0.7047
H -2.2433 1.5941 -0.1950

Here are the natural (NBO) charges for atoms 1 to 5, given in e: number 1, N, carries 0.00; number 2, N, carries -0.05; number 3, N, carries -0.16; number 4, N, carries -0.62; number 5, C, carries -0.09

So what do the calculations give for relative energy (zero: lowest compared OMol25 entry of this formula, charge and spin)? Going down the list: 148.2, 276.4, 300.6 kJ/mol.